Entry from the OMol25 dataset: one molecule with the formula C7H13NO at a distorted geometry (ωB97M-V with the def2-TZVPD basis set).

Computed properties:
Kohn-Sham gap	9.79	eV
SMILES	C[C@H]1C[C@@H]2CN[C@H](C1)O2
M	127.2	g/mol
maximum force	3.65	eV Å⁻¹
charge	0

Element x y z (Å)
C (-0.972, 1.015, 1.827)
C (-0.974, 0.828, 0.358)
C (0.368, 1.217, -0.237)
C (1.383, 0.079, 0.052)
C (1.675, -0.633, -1.263)
C (-0.143, -1.524, -0.107)
C (-1.342, -0.639, -0.113)
H (-0.119, 0.531, 2.319)
H (-0.843, 2.072, 2.109)
H (-1.944, 0.740, 2.372)
H (-1.809, 1.369, -0.108)
H (0.574, 2.324, 0.040)
H (0.298, 1.257, -1.354)
H (2.297, 0.396, 0.487)
H (2.679, -1.200, -1.300)
H (1.715, 0.052, -2.134)
H (-0.049, -1.186, -2.093)
H (-0.363, -2.554, 0.188)
H (-1.787, -0.541, -1.069)
H (-2.028, -0.989, 0.693)
N (0.512, -1.513, -1.409)
O (0.872, -1.102, 0.744)



Entry from the OMol25 dataset: one molecule with the formula C7H13NO at a distorted geometry (ωB97M-V with the def2-TZVPD basis set).

Computed properties:
Kohn-Sham gap	10.12	eV
SMILES	C[C@@]12OCC[C@@H]1C[C@H]2N
M	127.2	g/mol
maximum force	4.38	eV Å⁻¹
charge	0

Element x y z (Å)
C (1.531, -1.371, -0.015)
C (0.333, -0.621, 0.151)
C (-1.584, -0.322, 1.330)
C (-0.729, 0.792, 1.870)
C (0.377, 0.755, 0.762)
C (0.016, 1.399, -0.596)
C (-0.177, -0.080, -1.197)
H (1.290, -2.334, -0.393)
H (2.212, -0.796, -0.694)
H (2.157, -1.525, 0.894)
H (-2.245, -0.071, 0.482)
H (-2.174, -0.871, 2.134)
H (-1.215, 1.772, 1.962)
H (-0.404, 0.450, 2.832)
H (1.305, 1.016, 1.151)
H (-0.829, 2.134, -0.734)
H (0.881, 1.852, -1.159)
H (-1.311, -0.221, -1.245)
H (1.227, 0.109, -2.837)
H (-0.349, -0.221, -3.134)
N (0.334, -0.562, -2.476)
O (-0.645, -1.283, 0.911)



Entry from the OMol25 dataset: one molecule with the formula C7H13NO at a distorted geometry (ωB97M-V with the def2-TZVPD basis set).

Computed properties:
Kohn-Sham gap	7.43	eV
M	127.2	g/mol
maximum force	3.46	eV Å⁻¹
charge	0

Element x y z (Å)
C (-1.657, -0.552, -0.346)
C (0.480, 0.790, -1.433)
C (-1.084, -0.511, 2.251)
C (1.479, 1.860, -1.053)
C (-0.949, 0.764, -0.186)
C (-0.646, -0.532, 0.809)
N (1.038, -2.021, -0.186)
C (0.686, -0.885, 0.450)
O (-1.345, 1.904, 0.053)
H (2.011, -2.235, -0.351)
H (0.317, -2.563, -0.640)
H (-2.697, -0.518, -0.028)
H (-1.464, -1.168, -1.221)
H (1.502, -0.368, 0.942)
H (0.929, -0.101, -1.875)
H (-0.213, 1.159, -2.190)
H (-1.079, -1.510, 2.697)
H (-2.091, -0.097, 2.340)
H (-0.426, 0.132, 2.840)
H (2.282, 1.481, -0.412)
H (1.950, 2.300, -1.938)
H (0.975, 2.672, -0.523)



Entry from the OMol25 dataset: one molecule with the formula C7H13NO at a distorted geometry (ωB97M-V with the def2-TZVPD basis set).

Computed properties:
Kohn-Sham gap	9.44	eV
SMILES	CC/C(N)=C(/C)C(C)=O
M	127.2	g/mol
maximum force	5.55	eV Å⁻¹
charge	0

Element x y z (Å)
C (0.909, 0.319, 1.147)
C (-1.038, -1.802, 0.789)
C (-0.625, -0.212, -2.548)
C (-0.023, 1.032, 2.126)
C (-0.098, -1.464, -0.348)
C (0.394, 0.858, -0.501)
C (-0.244, -0.139, -1.095)
N (1.018, 1.973, -0.941)
O (0.407, -2.396, -0.997)
H (1.359, 2.625, -0.241)
H (1.672, 1.833, -1.707)
H (1.243, -0.640, 1.540)
H (1.879, 0.830, 1.155)
H (-1.538, -2.745, 0.548)
H (-1.808, -1.053, 0.969)
H (-0.462, -1.988, 1.694)
H (-1.694, -0.447, -2.607)
H (-0.450, 0.727, -3.076)
H (-0.074, -0.996, -3.070)
H (-0.360, 2.006, 1.753)
H (0.463, 1.220, 3.089)
H (-0.931, 0.460, 2.320)



Entry from the OMol25 dataset: one molecule with the formula C7H13NO2 at a distorted geometry (ωB97M-V with the def2-TZVPD basis set).

Computed properties:
Kohn-Sham gap	10.40	eV
SMILES	C=C[C@@H](C)[C@](C)(O)C(N)=O
M	143.2	g/mol
maximum force	2.06	eV Å⁻¹
charge	0

Element x y z (Å)
C (0.439, -0.442, -0.473)
C (-0.542, 0.636, 0.046)
C (0.372, -0.555, -1.996)
C (0.042, 1.716, 0.950)
C (1.934, 0.029, -0.109)
N (2.455, -0.595, 0.965)
C (-1.690, -0.083, 0.821)
C (-2.908, -0.265, 0.345)
O (0.253, -1.705, 0.131)
O (2.531, 0.865, -0.751)
H (-0.558, -2.093, -0.216)
H (-0.997, 1.121, -0.822)
H (1.955, -1.366, 1.374)
H (3.423, -0.446, 1.202)
H (-1.433, -0.414, 1.819)
H (1.063, -1.325, -2.334)
H (-0.636, -0.816, -2.317)
H (0.666, 0.389, -2.446)
H (-0.752, 2.394, 1.260)
H (0.777, 2.310, 0.414)
H (0.491, 1.279, 1.840)
H (-3.693, -0.712, 0.935)
H (-3.193, 0.078, -0.639)



Entry from the OMol25 dataset: one molecule with the formula C7H13NO2 (ωB97M-V with the def2-TZVPD basis set).

Computed properties:
Kohn-Sham gap	8.52	eV
SMILES	C=C(/C=C(/[O-])[NH+](C)C)OC
M	143.2	g/mol
maximum force	0.46	eV Å⁻¹
charge	0

Element x y z (Å)
C (-0.014, -3.593, 0.624)
C (0.765, 2.435, 0.353)
C (-1.524, 2.052, -0.436)
C (0.292, -0.793, 1.127)
N (-0.201, 1.454, -0.170)
C (0.347, 0.795, -1.442)
C (0.326, -1.350, -0.183)
C (0.560, -0.594, -1.333)
O (0.031, -2.647, -0.446)
O (0.453, 1.512, -2.422)
H (0.758, -1.107, -2.263)
H (-0.019, -4.572, 0.148)
H (-0.924, -3.478, 1.217)
H (0.858, -3.500, 1.275)
H (0.959, 3.203, -0.398)
H (1.699, 1.925, 0.588)
H (0.367, 2.890, 1.261)
H (-1.448, 2.821, -1.205)
H (-1.910, 2.483, 0.488)
H (-2.200, 1.269, -0.776)
H (-0.230, 0.493, 0.627)
H (-0.164, -1.377, 1.917)
H (1.218, -0.321, 1.448)



Entry from the OMol25 dataset: one molecule with the formula C7H13NO2 at a distorted geometry (ωB97M-V with the def2-TZVPD basis set).

Computed properties:
Kohn-Sham gap	9.96	eV
SMILES	CC(C)/N=C\[C@H](C)C(=O)O
M	143.2	g/mol
maximum force	3.37	eV Å⁻¹
charge	0

Element x y z (Å)
C (1.565, -0.564, 0.980)
C (-1.061, 0.453, -0.471)
C (2.235, 0.252, -0.127)
C (-2.440, -0.014, -0.937)
C (-0.984, 1.981, -0.450)
C (1.345, -2.105, 0.386)
C (0.246, -0.167, 1.506)
O (0.121, -2.415, 0.068)
N (-0.875, -0.064, 0.880)
O (2.322, -2.790, 0.293)
H (-0.565, -1.595, 0.340)
H (2.266, -0.688, 1.807)
H (-0.306, 0.063, -1.169)
H (0.124, -0.397, 2.565)
H (3.207, -0.191, -0.342)
H (2.386, 1.276, 0.215)
H (1.660, 0.283, -1.049)
H (-2.650, 0.364, -1.937)
H (-2.500, -1.102, -0.961)
H (-3.202, 0.346, -0.251)
H (-1.194, 2.378, -1.442)
H (0.011, 2.316, -0.160)
H (-1.712, 2.377, 0.256)



Entry from the OMol25 dataset: C7H13NO2PPb as an isolated structure at a distorted geometry (ωB97M-V with the def2-TZVPD basis set).

Computed properties:
Kohn-Sham gap (alpha / beta)	2.21 / 2.20	eV
M	381.4	g/mol
maximum force	2.89	eV Å⁻¹
charge	-1

Element x y z (Å)
C (0.092, -2.527, 0.883)
C (0.605, -3.664, 0.333)
C (1.302, -3.747, -0.899)
C (1.406, -2.707, -1.847)
C (0.995, -1.415, -1.659)
Pb (1.153, -0.647, 0.380)
P (-0.705, -0.159, 3.354)
H (-0.576, -2.508, 1.756)
H (0.495, -4.639, 0.840)
H (1.700, -4.725, -1.185)
H (0.842, -0.731, -2.504)
H (1.853, -3.040, -2.803)
H (-0.085, 0.808, 4.200)
H (-1.106, -1.023, 4.422)
H (-1.952, 0.525, 3.251)
N (-0.271, 3.950, -1.335)
C (-1.276, 2.975, -0.824)
C (-0.434, 1.852, -0.225)
O (0.796, 2.126, -0.111)
O (-1.007, 0.757, 0.082)
H (0.470, 4.078, -0.625)
H (-0.695, 4.837, -1.598)
H (0.192, 3.562, -2.167)
H (-1.904, 3.458, -0.071)
H (-1.889, 2.603, -1.647)



Entry from the OMol25 dataset: one molecule with the formula C7H13NO2S at a distorted geometry (ωB97M-V with the def2-TZVPD basis set).

Computed properties:
Kohn-Sham gap	8.17	eV
SMILES	C/C(O)=N/C(=S)CCCCO
M	175.3	g/mol
maximum force	6.29	eV Å⁻¹
charge	0

Element x y z (Å)
C (2.094, 1.260, -0.262)
C (-1.795, -1.057, -0.851)
C (-2.202, -1.284, 0.592)
C (-0.336, -1.424, -1.304)
C (-1.891, -0.141, 1.566)
C (0.699, -0.744, -0.530)
C (2.399, 2.679, -0.636)
N (1.122, 0.591, -0.766)
O (3.014, 0.807, 0.503)
O (-0.472, 0.026, 1.760)
S (1.823, -1.806, 0.183)
H (-2.321, -1.506, -1.641)
H (-1.807, 0.031, -1.099)
H (-3.265, -1.448, 0.588)
H (-1.770, -2.183, 0.880)
H (-0.124, -2.425, -1.351)
H (-0.160, -0.986, -2.360)
H (-2.419, 0.872, 1.119)
H (-2.432, -0.203, 2.438)
H (2.034, 2.776, -1.668)
H (1.822, 3.375, -0.068)
H (3.368, 3.006, -0.665)
H (-0.400, -0.018, 2.959)
H (3.022, -0.197, 0.614)



Entry from the OMol25 dataset: a 2-piece molecular cluster, C7H13NO2S overall at a distorted geometry (ωB97M-V with the def2-TZVPD basis set).

Computed properties:
Kohn-Sham gap	7.80	eV
M	175.3	g/mol
maximum force	3.42	eV Å⁻¹
charge	0

Element x y z (Å)
C (1.208, -1.434, 0.301)
C (2.106, 0.902, -1.486)
C (1.074, -0.025, 0.436)
C (-2.075, -0.020, 0.368)
C (-2.283, -0.899, 1.524)
C (-2.052, -0.629, -0.983)
C (1.313, 2.354, 0.125)
N (1.522, 0.961, -0.341)
O (2.180, -1.872, -0.511)
O (0.445, -2.205, 0.977)
S (-1.927, 1.583, 0.414)
H (2.161, 1.732, -2.123)
H (2.441, 0.006, -2.039)
H (0.384, 0.175, 1.190)
H (-2.573, -0.345, 2.399)
H (-1.317, -1.447, 1.755)
H (-2.987, -1.733, 1.427)
H (-3.051, -0.863, -1.306)
H (-1.459, -1.548, -0.868)
H (-1.770, 0.175, -1.746)
H (2.114, 2.377, 0.843)
H (1.544, 2.921, -0.766)
H (0.326, 2.471, 0.673)
H (2.676, -2.637, -0.264)



Entry from the OMol25 dataset: one molecule with the formula C7H13NO2S at a distorted geometry (ωB97M-V with the def2-TZVPD basis set).

Computed properties:
Kohn-Sham gap	8.51	eV
M	175.3	g/mol
maximum force	4.58	eV Å⁻¹
charge	0

Element x y z (Å)
C (2.063, -0.489, -0.388)
C (-0.256, -0.964, -0.081)
C (-1.480, -1.514, 0.709)
C (-1.379, 0.835, -0.178)
C (3.269, -0.140, 0.420)
C (-1.173, 1.276, -1.614)
C (-1.137, 1.882, 0.913)
N (1.052, -1.055, 0.405)
O (1.887, -0.043, -1.498)
O (-1.619, -2.861, 0.520)
S (-2.751, -0.270, -0.020)
H (-0.318, -1.261, -1.083)
H (-1.423, -1.325, 1.766)
H (3.988, -1.046, 0.504)
H (3.701, 0.711, -0.284)
H (2.862, 0.295, 1.314)
H (-0.779, 2.231, -1.699)
H (-2.075, 1.149, -2.179)
H (-0.441, 0.551, -2.003)
H (-1.450, 1.385, 1.797)
H (-1.786, 2.699, 0.637)
H (-0.071, 2.164, 1.046)
H (1.127, -1.160, 1.419)
H (-1.809, -3.051, -0.423)



Entry from the OMol25 dataset: one molecule with the formula C7H13NO3 at a distorted geometry (ωB97M-V with the def2-TZVPD basis set).

Computed properties:
Kohn-Sham gap	8.43	eV
SMILES	CCNCCCC(=O)C(=O)O
M	159.2	g/mol
maximum force	4.20	eV Å⁻¹
charge	0

Element x y z (Å)
C (2.402, -0.440, 0.359)
C (0.307, 1.738, 0.013)
C (1.440, 1.541, -0.988)
C (-0.876, 0.924, -0.118)
C (2.200, 0.260, -0.962)
C (-2.812, -1.356, 0.994)
C (-1.623, -1.544, 0.143)
N (-0.616, -0.437, 0.232)
O (2.827, -1.666, 0.234)
O (2.258, 0.124, 1.423)
O (2.612, -0.357, -1.938)
H (0.836, 1.622, 1.086)
H (-0.058, 2.787, -0.098)
H (1.153, 1.830, -2.100)
H (2.142, 2.355, -0.895)
H (-1.666, 1.512, 0.521)
H (-1.299, 1.040, -1.139)
H (-2.380, -1.448, 1.933)
H (-3.206, -0.384, 0.879)
H (-3.512, -2.086, 0.790)
H (-1.988, -1.496, -0.874)
H (-1.058, -2.445, 0.212)
H (0.059, -0.423, 1.015)
H (2.855, -1.652, -0.722)